[1]
A gas-phase ion, C17H18F4NO (charge +1), computed with ωB97M-V with the def2-TZVPD basis set.

Atoms and positions in Å:
F 3.99 1.78 1.44
C 3.00 2.31 0.62
C 3.42 2.93 -0.56
C 2.39 3.48 -1.33
F 2.75 4.14 -2.48
C 1.06 3.31 -1.04
C 0.66 2.67 0.19
C -0.71 2.90 0.74
C -1.50 1.81 1.32
C -2.91 1.72 1.04
C -3.75 1.04 1.90
F -5.10 1.05 1.65
C -3.26 0.30 2.97
C -1.90 0.40 3.23
F -1.40 -0.26 4.34
C -1.01 1.01 2.36
C 1.68 2.08 0.95
H 4.45 3.16 -0.74
H 0.30 3.65 -1.74
H -1.31 3.39 -0.06
H -3.30 2.18 0.14
H -3.94 -0.13 3.69
H 0.04 0.92 2.57
H 1.46 1.48 1.82
C -2.60 6.39 0.66
C -2.37 6.20 2.15
C -2.02 4.77 2.55
C -1.83 4.75 4.09
O -1.26 3.50 4.44
N -0.78 4.22 1.82
H -3.08 7.35 0.45
H -1.65 6.34 0.13
H -3.26 5.60 0.30
H -1.68 6.98 2.56
H -3.30 6.44 2.69
H -2.86 4.11 2.27
H -1.29 5.63 4.54
H -2.85 4.76 4.49
H -1.34 3.34 5.38
H -0.32 5.08 1.40
H -0.17 3.99 2.64

Calculated values
Total charge   +1
LUMO   -0.1388 hartree
Kohn-Sham gap   9.1 eV
E   -32320.7095 eV
SMILES   CC[C@H](CO)[NH2+]C(c1cc(F)cc(F)c1)c1cc(F)cc(F)c1
HOMO level   -0.473 Ha
Strongest force on any atom   0.052 hartree/bohr



[2]
C17H18FN3OS in the gas phase, computed with ωB97M-V with the def2-TZVPD basis set.

Atoms and positions in Å:
O -1.86 0.57 2.53
F 5.99 2.09 2.45
N 0.60 -0.22 -0.50
S 2.52 -1.31 -1.92
C -2.48 0.79 1.51
C 1.91 -0.28 -0.64
C 0.90 -1.60 -2.39
C 0.01 -0.96 -1.55
C 5.19 1.31 0.38
C 4.20 0.67 -0.40
C 3.83 1.23 2.36
C 5.00 1.59 1.74
C 2.97 0.36 0.23
C 2.84 0.61 1.64
N -3.69 0.26 1.23
N -1.86 1.20 0.37
C 1.62 0.23 2.39
C -2.23 -1.81 -0.75
C -3.68 -1.42 -0.65
C -1.95 0.40 -2.02
C -1.49 -1.02 -1.83
C -3.83 0.05 -0.22
C -2.68 0.95 -0.80
H 0.54 -2.23 -3.20
H 6.13 1.55 -0.04
H 4.40 0.55 -1.46
H 3.74 1.49 3.45
H -4.00 -0.42 1.89
H -0.86 0.99 0.26
H 0.74 0.83 2.16
H 1.41 -0.84 2.20
H 1.74 0.34 3.46
H -2.17 -2.88 -1.02
H -1.74 -1.69 0.23
H -4.14 -2.09 0.08
H -4.22 -1.57 -1.56
H -2.66 0.44 -2.84
H -1.12 1.07 -2.25
H -1.65 -1.50 -2.79
H -4.81 0.38 -0.61
H -3.18 1.88 -1.10

Calculated values
ΔE to the lowest compared entry with this formula, charge and spin   0.00 kJ/mol
LUMO   0.0105 hartree
Kohn-Sham gap   8.8 eV
E   -37992.5174 eV
SMILES   Cc1cc(F)ccc1-c1nc([C@H]2CC[C@H]3NC(=O)N[C@H]3C2)cs1
HOMO level   -0.312 Ha
Strongest force on any atom   0.060 hartree/bohr



[3]
A molecular structure, C17H18FNO4S2, computed with ωB97M-V with the def2-TZVPD basis set.

Atoms and positions in Å:
C -1.66 -1.63 -2.50
N -0.82 -0.44 -2.37
C -0.69 0.40 -3.55
C -0.28 -0.11 -1.19
C 0.37 1.20 -1.05
C -0.31 2.39 -1.42
C 0.33 3.62 -1.55
C 1.72 3.73 -1.28
C 2.47 4.98 -1.62
C 2.34 2.64 -0.66
C 1.68 1.39 -0.53
H -2.11 -1.61 -3.50
H -1.05 -2.55 -2.42
H -2.49 -1.69 -1.77
H -0.91 -0.23 -4.42
H -1.42 1.24 -3.57
H 0.34 0.81 -3.64
H -1.10 -0.57 -0.21
H -1.37 2.37 -1.71
H -0.18 4.54 -1.90
H 3.51 4.87 -1.34
H 2.42 5.12 -2.70
H 2.08 5.87 -1.14
H 3.39 2.77 -0.32
H 2.28 0.58 -0.14
F 1.22 -1.51 -0.53
C -0.02 -1.14 -0.01
S 0.18 -0.33 1.71
O 1.50 0.29 1.91
O -1.00 0.48 1.68
C -0.02 -1.70 2.88
C -0.45 -2.91 2.31
C -0.98 -3.90 3.15
C -1.15 -3.69 4.53
C -0.71 -2.48 5.09
C -0.14 -1.50 4.26
S -0.84 -2.81 0.55
O -2.25 -2.44 0.43
O -0.29 -3.92 -0.22
H -1.35 -4.82 2.70
H -1.60 -4.46 5.17
H -0.81 -2.32 6.18
H 0.17 -0.55 4.70

Calculated values
LUMO   -0.0075 hartree
Kohn-Sham gap   6.6 eV
E   -51980.6514 eV
HOMO level   -0.249 Ha
Strongest force on any atom   0.104 hartree/bohr



[4]
A molecular structure, C17H18MnN3O6S, computed with ωB97M-V with the def2-TZVPD basis set.

Atoms and positions in Å:
Mn -0.17 0.46 0.94
O -1.51 3.69 3.24
C -1.40 2.70 2.39
O -0.37 2.05 2.26
C -2.62 2.49 1.55
O -2.61 1.26 0.88
C -3.20 0.19 1.67
C -2.10 -0.23 2.65
O -1.11 -0.82 2.00
O -2.14 0.08 3.82
H -0.68 3.79 3.74
H -2.63 3.29 0.80
H -3.51 2.61 2.18
H -3.43 -0.62 0.98
H -4.10 0.54 2.17
N 1.53 -2.93 -0.60
C 0.67 -2.84 -1.68
C 0.47 -3.65 -2.79
C -0.49 -3.24 -3.69
C -1.23 -2.06 -3.49
C -1.03 -1.26 -2.38
C -0.06 -1.66 -1.47
N 0.37 -1.08 -0.29
C 1.30 -1.86 0.19
C 1.93 -1.47 1.45
C 2.79 -2.09 2.30
S 3.06 -1.10 3.67
C 2.00 0.07 3.04
N 1.50 -0.23 1.88
H 2.19 -3.67 -0.42
H 1.04 -4.56 -2.95
H -0.68 -3.84 -4.57
H -1.98 -1.78 -4.22
H -1.61 -0.36 -2.22
H 3.26 -3.05 2.20
H 1.76 0.98 3.57
C 0.76 2.64 -2.75
C 1.03 1.92 -1.47
C 2.42 1.45 -1.21
O 0.11 1.73 -0.68
H 1.51 3.42 -2.92
H -0.24 3.06 -2.75
H 0.87 1.93 -3.57
H 2.77 0.85 -2.05
H 2.47 0.88 -0.28
H 3.08 2.32 -1.15

Calculated values
Total charge   +1
ΔE to the lowest compared entry with this formula, charge and spin   16.30 kJ/mol
LUMO (spin up / spin down)   -0.1012 / -0.1015 hartree
Kohn-Sham gap (spin up / spin down)   8.5 / 8.0 eV
E   -76828.0988 eV
HOMO level (spin up / spin down)   -0.412 / -0.394 Ha
Strongest force on any atom   0.025 hartree/bohr
Spin multiplicity   2



[5]
A molecular structure, C17H18N2O3S, computed with ωB97M-V with the def2-TZVPD basis set.

Atoms and positions in Å:
O 3.28 0.32 -2.32
C 3.41 -0.11 -1.26
N 2.31 -0.49 -0.66
C 2.03 -0.79 0.76
H 2.96 -0.85 1.15
C 0.95 0.21 1.38
N -0.35 0.07 0.80
C -0.08 0.46 -0.91
C 0.84 -0.59 -1.45
H 1.14 -0.46 -2.41
H 0.39 -1.41 -1.22
H -1.13 0.46 -1.39
H 0.38 1.26 -1.08
C -1.26 1.15 1.23
C -2.65 0.71 0.51
C -3.55 1.68 0.27
C -4.70 1.25 -0.31
C -5.16 0.04 -0.29
C -4.17 -0.80 0.05
C -3.07 -0.57 0.74
H -2.43 -1.39 0.91
O -5.02 -2.02 0.15
C -6.16 -1.74 -0.53
O -6.35 -0.42 -0.64
H -6.25 -2.22 -1.78
H -6.87 -2.17 0.09
H -5.38 2.00 -0.75
H -3.11 2.90 0.12
H -1.14 2.09 1.13
H -1.26 0.85 2.35
H 0.85 0.23 2.34
H 1.43 1.27 1.08
H 1.59 -1.72 0.98
C 4.51 -0.25 -0.53
C 5.43 0.80 -0.50
C 6.69 0.72 0.21
C 6.65 -0.75 0.47
S 5.14 -1.53 0.55
H 7.36 -1.25 1.20
H 7.38 1.30 0.39
H 5.38 1.75 -0.80

Calculated values
ΔE to the lowest compared entry with this formula, charge and spin   1353.06 kJ/mol
LUMO   0.0005 hartree
Kohn-Sham gap   8.5 eV
E   -37866.3058 eV
HOMO level   -0.312 Ha
Strongest force on any atom   0.326 hartree/bohr



[6]
C17H18N2O5 in the gas phase, computed with ωB97M-V with the def2-TZVPD basis set.

Atoms and positions in Å:
C -5.44 -2.03 -0.44
H -5.76 -3.07 -0.49
O -4.05 -2.07 -0.18
C -3.38 -0.90 -0.09
C -3.94 0.36 -0.20
C -3.15 1.50 -0.10
C -1.79 1.38 0.15
C -1.21 0.11 0.27
C -1.98 -1.02 0.14
O -1.52 -2.30 0.21
C -0.13 -2.49 0.33
H 0.02 -3.57 0.30
H 0.41 -2.02 -0.50
H 0.26 -2.10 1.28
H -0.15 0.05 0.43
C -0.98 2.61 0.23
O -1.34 3.70 -0.12
O 0.24 2.38 0.78
C 1.17 3.45 0.76
H 1.66 3.45 1.74
C 2.19 3.20 -0.36
N 2.82 1.92 -0.19
C 2.39 0.83 -0.88
O 1.66 0.88 -1.85
C 2.92 -0.48 -0.37
C 3.26 -1.47 -1.27
C 3.70 -2.69 -0.78
N 3.80 -2.96 0.51
C 3.46 -2.02 1.37
C 3.01 -0.76 0.99
H 2.72 -0.04 1.74
H 3.54 -2.29 2.41
H 3.99 -3.50 -1.45
H 3.18 -1.29 -2.33
H 3.37 1.78 0.64
H 1.68 3.18 -1.32
H 2.94 4.00 -0.35
H 0.64 4.39 0.60
H -3.58 2.48 -0.20
H -5.00 0.48 -0.38
H -5.65 -1.54 -1.40
H -5.98 -1.52 0.36

Calculated values
ΔE to the lowest compared entry with this formula, charge and spin   200.41 kJ/mol
LUMO   0.0105 hartree
Kohn-Sham gap   8.5 eV
E   -31138.7970 eV
SMILES   COc1ccc(C(=O)OCCNC(=O)c2ccncc2)cc1OC
HOMO level   -0.301 Ha
Strongest force on any atom   0.011 hartree/bohr



[7]
A molecular structure, C17H18N3O4Pd, computed with ωB97M-V with the def2-TZVPD basis set.

Atoms and positions in Å:
Pd 0.56 -0.34 -0.01
C -0.85 3.54 -0.91
C -0.86 2.11 -0.40
C -1.80 1.93 0.78
O 0.49 1.75 -0.02
C -1.28 1.11 -1.53
O -2.12 1.50 -2.34
O -0.77 -0.07 -1.49
H -0.60 4.23 -0.10
H -1.83 3.79 -1.31
H -0.11 3.65 -1.71
H -1.53 2.62 1.59
H -1.75 0.91 1.15
H -2.82 2.14 0.47
H 0.83 2.15 0.79
N 0.73 -10.16 -1.76
C 0.71 -9.03 -1.56
C 0.68 -7.62 -1.30
C 1.01 -7.13 -0.03
C 0.98 -5.77 0.22
C 0.63 -4.86 -0.79
C 0.30 -5.37 -2.05
C 0.32 -6.72 -2.31
C 0.60 -3.46 -0.53
C 0.59 -2.27 -0.33
H 1.29 -7.83 0.75
H 1.24 -5.39 1.20
H 0.02 -4.67 -2.83
H 0.07 -7.10 -3.29
N 3.73 1.14 1.69
C 5.05 1.06 1.90
C 5.61 2.21 1.39
C 4.52 2.92 0.86
N 3.39 2.26 1.05
H 2.97 0.42 1.82
H 5.50 0.21 2.39
H 6.65 2.49 1.38
H 4.50 3.87 0.35
C 1.11 -1.35 2.68
O 1.57 -0.43 1.74
H 1.58 -1.15 3.65
H 1.35 -2.39 2.39
H 0.02 -1.31 2.82

Calculated values
Total charge   -1
ΔE to the lowest compared entry with this formula, charge and spin   0.00 kJ/mol
LUMO   0.0971 hartree
Kohn-Sham gap   8.2 eV
E   -34061.2694 eV
HOMO level   -0.203 Ha
Strongest force on any atom   0.019 hartree/bohr



[8]
C17H18N4O in the gas phase, computed with ωB97M-V with the def2-TZVPD basis set.

Atoms and positions in Å:
C -2.47 0.57 -3.02
C -2.50 0.54 -1.52
C -1.82 1.51 -0.78
C -1.85 1.51 0.60
C -2.55 0.52 1.28
C -3.26 -0.44 0.55
C -3.23 -0.42 -0.83
H -3.78 -1.17 -1.38
H -3.82 -1.19 1.07
N -2.59 0.46 2.68
C -1.69 0.92 3.61
O -2.04 1.19 4.74
N -0.38 1.05 3.23
C 0.32 0.43 2.18
C 1.38 1.11 1.60
C 2.06 0.49 0.57
N 3.14 0.92 -0.17
C 3.39 -0.02 -1.02
N 2.54 -1.09 -0.91
C 1.67 -0.79 0.11
C 0.63 -1.48 0.71
C -0.03 -0.86 1.74
H -0.83 -1.38 2.25
H 0.34 -2.47 0.39
C 2.57 -2.30 -1.69
H 2.63 -2.06 -2.76
H 3.43 -2.91 -1.42
H 1.66 -2.87 -1.51
C 4.48 0.01 -2.02
H 5.16 -0.83 -1.89
H 4.08 -0.03 -3.04
H 5.04 0.94 -1.90
H 1.67 2.09 1.95
H 0.18 1.56 3.89
H -3.48 0.20 3.09
H -1.34 2.28 1.15
H -1.27 2.28 -1.30
H -3.23 1.26 -3.39
H -1.51 0.90 -3.38
H -2.69 -0.42 -3.43

Calculated values
ΔE to the lowest compared entry with this formula, charge and spin   0.00 kJ/mol
LUMO   0.0195 hartree
Kohn-Sham gap   8.5 eV
E   -25930.7621 eV
SMILES   Cc1ccc(NC(=O)Nc2ccc3c(c2)nc(C)n3C)cc1
HOMO level   -0.291 Ha
Strongest force on any atom   0.017 hartree/bohr



[9]
C17H18N4O2S in the gas phase, computed with ωB97M-V with the def2-TZVPD basis set.

Atoms and positions in Å:
C 1.48 -1.88 2.58
H 1.14 -1.64 3.59
O 1.83 -0.72 1.86
C 0.87 0.21 1.61
C -0.44 0.16 2.06
C -1.35 1.16 1.72
C -0.96 2.23 0.93
C 0.38 2.30 0.51
C 1.27 1.31 0.84
H 2.29 1.35 0.50
H 0.67 3.13 -0.10
O -1.74 3.28 0.56
C -3.14 3.15 0.47
C -3.60 2.52 -0.85
H -2.98 2.85 -1.67
H -4.65 2.77 -1.03
S -3.52 0.70 -0.84
C -1.88 0.51 -1.40
N -1.19 1.33 -2.14
N 0.03 0.81 -2.29
C 0.08 -0.34 -1.66
N -1.14 -0.59 -1.08
N -1.54 -1.68 -0.31
H -1.34 -1.48 0.67
H -2.55 -1.79 -0.42
C 1.28 -1.15 -1.54
C 2.49 -0.59 -1.92
C 3.66 -1.30 -1.79
C 3.64 -2.59 -1.28
C 2.43 -3.17 -0.92
C 1.25 -2.46 -1.05
H 0.31 -2.91 -0.77
H 2.41 -4.17 -0.53
H 4.55 -3.15 -1.17
H 4.60 -0.86 -2.08
H 2.49 0.42 -2.31
H -3.51 4.18 0.50
H -3.56 2.61 1.32
H -2.36 1.07 2.08
H -0.78 -0.65 2.70
H 2.39 -2.48 2.63
H 0.70 -2.45 2.05

Calculated values
ΔE to the lowest compared entry with this formula, charge and spin   317.91 kJ/mol
LUMO   0.0161 hartree
Kohn-Sham gap   8.4 eV
E   -38810.0769 eV
SMILES   COc1ccc(OCCSc2nnc(-c3ccccc3)n2N)cc1
HOMO level   -0.294 Ha
Strongest force on any atom   0.027 hartree/bohr



[10]
A molecular structure, C17H18N8RhS3, computed with ωB97M-V with the def2-TZVPD basis set.

Atoms and positions in Å:
Rh 0.09 0.00 -0.74
C -1.31 -3.17 -5.51
C -1.04 -2.48 -4.19
S -1.32 -3.30 -2.82
C -0.55 -1.09 -4.24
C -0.37 -0.42 -5.59
S -0.13 -0.10 -3.00
H -1.66 -4.18 -5.33
H -0.41 -3.20 -6.13
H -2.07 -2.62 -6.08
H -0.61 -1.07 -6.42
H 0.66 -0.08 -5.71
H -1.01 0.46 -5.66
N 0.87 2.22 2.73
C 0.77 1.50 3.95
C 0.76 2.17 5.15
C 0.65 1.46 6.34
C 0.54 0.09 6.32
C 0.55 -0.59 5.10
C 0.69 0.12 3.92
S 0.86 -0.76 2.40
N 0.50 0.45 1.24
C 0.64 1.70 1.50
C 0.55 2.64 0.34
C 0.70 4.01 0.47
C 0.64 4.81 -0.66
C 0.43 4.20 -1.88
C 0.27 2.83 -1.93
N 0.33 2.04 -0.85
H 0.96 3.22 2.81
H 0.83 3.26 5.16
H 0.65 1.99 7.29
H 0.44 -0.47 7.24
H 0.47 -1.67 5.07
H 0.86 4.47 1.43
H 0.77 5.88 -0.59
H 0.38 4.78 -2.79
H 0.09 2.33 -2.87
N -1.82 -4.30 1.47
N -0.93 -3.56 0.72
N 0.29 -3.98 0.49
C 0.80 -2.93 -0.16
N -0.11 -1.96 -0.29
N -1.22 -2.37 0.31
H -1.51 -5.27 1.45
H -2.75 -4.16 1.10
H 1.79 -2.90 -0.57

Calculated values
Total charge   +1
ΔE to the lowest compared entry with this formula, charge and spin   167.19 kJ/mol
LUMO   -0.1586 hartree
Kohn-Sham gap   6.0 eV
E   -65348.0646 eV
HOMO level   -0.378 Ha
Strongest force on any atom   0.016 hartree/bohr



[11]
A molecular structure, C17H19AlN3OS, computed with ωB97M-V with the def2-TZVPD basis set.

Atoms and positions in Å:
Al 0.81 -0.79 0.61
N -2.32 2.79 1.48
C -1.28 0.51 1.07
S -0.60 -0.38 2.41
N -1.58 -0.06 -0.05
N -0.91 -1.19 -0.28
C -1.18 -2.12 -1.13
C -0.23 -3.14 -1.43
C -0.59 -4.16 -2.33
C 0.31 -5.14 -2.68
C 1.58 -5.15 -2.12
C 1.96 -4.18 -1.22
C 1.08 -3.16 -0.86
O 1.48 -2.20 -0.02
H -2.01 3.75 1.68
H -2.99 2.83 0.70
H -2.15 -2.15 -1.62
H -1.58 -4.14 -2.75
H 0.02 -5.91 -3.39
H 2.28 -5.92 -2.40
H 2.94 -4.19 -0.77
C -2.98 2.23 2.67
C -1.11 2.03 1.02
C -0.74 2.33 -0.42
C 0.42 1.84 -0.85
C 0.88 1.94 -2.26
C 1.35 1.21 0.13
C 1.29 1.97 1.42
C 2.56 2.24 2.14
C 0.10 2.40 1.84
H -3.47 1.29 2.42
H -3.71 2.93 3.07
H -2.23 2.01 3.44
H -1.46 2.81 -1.07
H 1.20 0.95 -2.61
H 1.74 2.60 -2.34
H 0.09 2.30 -2.91
H 2.38 1.21 -0.26
H 3.07 1.29 2.35
H 2.38 2.75 3.08
H 3.22 2.84 1.53
H -0.04 2.96 2.75

Calculated values
Total charge   +1
LUMO   -0.1372 hartree
Kohn-Sham gap   7.1 eV
E   -41882.0925 eV
HOMO level   -0.399 Ha
Strongest force on any atom   0.036 hartree/bohr



Q: Among the records above, which one has the highest strongest force on any atom?
A: C17H18N2O3S